Here is the molecule C7H6N2S at a distorted geometry from OMol25. Energies are from the ωB97M-V functional and the def2-TZVPD basis.

CARTESIAN COORDINATES (ANGSTROEM)
1 C -1.3491 -1.5376 -0.1810
2 C -2.3112 -0.4332 -0.2132
3 C -0.0486 -1.3583 0.0686
4 C -1.8874 0.8501 -0.2173
5 C 0.4507 0.0160 -0.0075
6 C -0.5206 1.1480 -0.0771
7 C 2.7699 -0.2798 0.5210
8 N 1.6749 0.1054 0.1550
9 N -0.0979 2.3653 0.0366
10 S 4.2391 -0.2452 -0.2432
11 H -1.7245 -2.4997 -0.1743
12 H -3.3691 -0.7714 -0.2355
13 H 0.6869 -2.1874 0.2875
14 H -2.3981 1.7429 -0.4367
15 H -0.9103 2.9541 -0.2030
16 H 4.7953 0.1306 0.9200

- energy above the lowest of the compared OMol25 structures with the same formula, charge and spin (eV) = 2.6859



Here is a cluster of 2 separate species, C7H6N4O2 in total at a distorted geometry from OMol25. Energies are from the ωB97M-V functional and the def2-TZVPD basis.

CARTESIAN COORDINATES (ANGSTROEM)
1 C 1.5265 0.0709 -1.2624
2 C -1.5789 0.9218 -0.9869
3 C -2.7914 1.1254 -0.3843
4 C -0.8904 0.0475 -0.1434
5 C 0.6111 -2.0682 -0.8111
6 C 1.3369 -0.6694 1.2107
7 C 0.9823 -0.7906 -0.2333
8 N 1.8216 0.6059 -2.2158
9 N -2.8490 0.3261 0.7155
10 N -1.7195 -0.3203 0.8206
11 N 2.6372 -0.3087 1.4590
12 O 0.3205 -3.0326 -0.1918
13 O 0.5188 -0.8345 2.0739
14 H -1.2694 1.5490 -1.8914
15 H -3.6262 1.7929 -0.5729
16 H 0.6409 -2.1933 -1.8880
17 H -1.3394 -0.8199 1.6241
18 H 3.3360 -0.6893 0.8660
19 H 3.0026 -0.3319 2.4981

- 2S+1 = 3
- energy above the lowest of the compared OMol25 structures with the same formula, charge and spin (eV) = 0.1391
- expectation value of S² = 2.02



Here is the ion C7H6NO4S with charge +1 at a distorted geometry from OMol25. Energies are from the ωB97M-V functional and the def2-TZVPD basis.

CARTESIAN COORDINATES (ANGSTROEM)
1 C -2.4482 -0.9015 0.0250
2 C -2.1689 0.4593 -0.2580
3 C -1.4328 -1.8397 0.1377
4 C -0.8994 0.9070 -0.3909
5 C -0.1254 -1.4436 0.0634
6 C 0.1076 -0.0150 -0.2738
7 C 2.1453 -1.3861 -0.0373
8 N 1.0602 -2.0116 0.1069
9 O 4.3448 -1.1124 -0.5622
10 O 2.5974 2.4757 0.4660
11 O 3.3687 -1.7423 0.2206
12 O 2.7358 1.0351 0.5391
13 S 1.8916 0.3362 -0.6141
14 H -3.4736 -1.2823 -0.1508
15 H -2.8860 1.2265 -0.1990
16 H -1.6923 -2.8177 0.3493
17 H -0.7752 2.0149 -0.6912
18 H 5.2090 -1.3926 -0.2189
19 H 3.5130 2.5906 0.7995

- total charge = +1
- 2S+1 = 3
- E_tot (eV) = -27853.615
- expectation value of S² = 2.02



Here is a structure of composition C7H6NOS at a distorted geometry from OMol25. Energies are from the ωB97M-V functional and the def2-TZVPD basis.

CARTESIAN COORDINATES (ANGSTROEM)
1 C -0.5717 -0.4013 -0.2509
2 C 3.5335 -0.8700 0.1979
3 C 2.1859 -1.3012 0.3287
4 C 3.6648 0.3660 -0.3637
5 C 1.4382 -0.2841 -0.1238
6 C -3.1626 -0.1968 -0.0988
7 C -3.5396 1.2066 0.1732
8 N -1.7143 -0.3001 -0.2304
9 O -3.8046 -1.1737 -0.2282
10 S 2.1635 1.1053 -0.7666
11 H 4.3629 -1.4777 0.5142
12 H 1.8646 -2.2400 0.7349
13 H 4.5782 0.8927 -0.5633
14 H -3.9507 1.6336 -0.7441
15 H -2.7077 1.8213 0.5074
16 H -4.3406 1.2192 0.9135

- total charge = +1
- energy above the lowest of the compared OMol25 structures with the same formula, charge and spin (eV) = 0.6841